Computed, not measured: a 2-piece molecular cluster, C3H9BrN3 overall, with ωB97M-V with the def2-TZVPD basis set.

Properties
Molecular weight   167.03 g/mol
ΔE to the lowest compared entry with this formula, charge and spin   62.7 kcal/mol

```
! wB97M-V def2-TZVPD RIJCOSX def2/J DEFGRID3
* xyz 1 1
C -0.1503 -1.8415 0.1194
C -0.5382 1.7311 -0.7748
C -0.8495 0.3994 -0.3214
N 0.8321 -2.6557 -0.0211
N 0.0536 -0.5366 -0.2446
N 1.2927 -0.2858 -0.6084
Br -2.6494 0.0400 0.1707
H -1.0991 -2.2761 0.2938
H 0.0581 1.6482 -1.8132
H 0.3116 2.2421 -0.1256
H -1.3946 2.3747 -0.8956
H -0.0453 1.3415 2.4290
H 0.7429 -3.5830 0.3919
H 1.8376 -1.1689 -0.4465
H -0.1610 1.9515 2.1340
H 1.7587 0.6191 -0.2876
*
```

Mulliken charges, unit e, in atom order:
1 C -0.137
2 C -1.159
3 C 0.839
4 N -0.524
5 N 0.392
6 N -0.683
7 Br -0.035
8 H 0.299
9 H 0.390
10 H 0.295
11 H 0.405
12 H 0.069
13 H 0.311
14 H 0.327
15 H -0.050
16 H 0.260